The following is a quantum chemistry calculation of a structure of composition C36H33I2N4O3PSTi in a non-equilibrium geometry, from OMol25.

The geometry in XYZ format:
```
81
Properties=species:S:1:pos:R:3:forces:R:3:mulliken_charge:R:1
Ti -0.125 0.371 0.818 -0.477 -0.379 0.359 -0.65
I 3.716 0.942 7.432 0.133 0.021 0.170 0.18
C 2.432 0.781 5.823 -0.179 0.007 -0.024 -0.68
C 1.063 0.943 6.009 0.082 -0.023 -0.117 -0.13
C 0.202 0.827 4.927 0.041 0.020 0.263 -0.61
I -1.825 1.147 5.231 -0.061 -0.021 -0.051 0.12
C 0.714 0.530 3.674 -0.377 0.008 -0.528 -0.06
O -0.103 0.381 2.584 0.108 -0.151 1.007 0.15
C 2.082 0.400 3.470 0.354 0.050 -0.028 0.93
C 2.654 0.118 2.101 -0.142 0.107 -0.048 -1.07
N 1.972 0.862 1.000 -0.012 0.045 -0.215 0.24
C 2.267 2.320 1.004 0.032 -0.169 0.041 -1.15
C 1.033 3.166 0.885 -0.115 -0.160 0.010 0.84
C 1.129 4.546 0.857 0.083 0.081 -0.001 -1.15
C -0.022 5.302 0.783 -0.026 0.073 -0.009 -0.48
C -1.251 4.657 0.752 -0.019 0.074 0.004 -1.09
C -1.274 3.285 0.778 0.096 -0.185 -0.009 -0.44
N -0.151 2.539 0.835 0.050 0.287 -0.127 1.06
C 2.937 0.528 4.556 -0.012 0.005 -0.110 -0.76
H 0.666 1.168 6.989 0.019 -0.003 0.005 0.43
H 3.712 0.383 2.087 0.036 -0.033 0.057 0.64
H 2.594 -0.941 1.844 -0.033 0.006 0.009 -0.04
H 2.319 0.475 0.113 0.043 0.002 0.041 0.31
H 2.772 2.570 1.939 0.028 0.030 0.009 0.60
H 2.949 2.544 0.183 0.004 0.058 -0.012 0.52
H 2.105 5.013 0.891 -0.012 0.000 0.000 0.57
H 0.033 6.383 0.756 0.006 -0.013 0.004 0.45
H -2.180 5.207 0.708 0.014 0.011 -0.002 0.51
H -2.211 2.749 0.761 -0.017 0.004 -0.006 0.50
H 4.005 0.431 4.406 -0.006 0.003 0.030 0.52
O 1.136 1.985 -2.205 0.071 0.044 -0.010 -0.74
S 0.843 0.581 -2.121 -0.090 -0.085 0.011 1.10
O 1.843 -0.268 -1.493 -0.062 0.179 0.180 -0.84
N -0.483 0.354 -1.182 -0.442 0.172 -0.364 0.85
C -1.804 0.751 -1.557 0.822 -0.170 0.029 -0.01
C -2.230 1.222 -2.768 -0.253 0.216 -0.189 -0.39
C -3.609 1.459 -2.995 0.148 -0.015 0.025 -1.14
C -4.541 1.229 -2.025 -0.001 -0.018 0.078 -1.02
C -4.115 0.790 -0.747 -0.282 0.023 0.004 1.20
C -4.984 0.565 0.345 -0.085 0.046 -0.084 -0.91
C -4.486 0.193 1.566 0.012 -0.009 0.042 -1.20
C -3.103 0.066 1.721 0.095 0.029 0.040 -0.45
N -2.259 0.248 0.718 0.148 0.170 -0.328 1.41
C -2.751 0.580 -0.525 0.166 -0.096 0.292 -0.64
C 0.546 -0.055 -3.715 0.018 -0.037 -0.162 0.09
C -0.417 -1.029 -3.943 0.144 -0.075 -0.103 0.26
C -0.534 -1.559 -5.218 -0.004 -0.001 0.001 -0.92
C 0.314 -1.126 -6.229 0.004 0.021 -0.022 -0.54
C 1.274 -0.153 -5.982 0.006 0.022 -0.039 -0.80
C 1.397 0.403 -4.718 -0.226 -0.139 -0.046 -0.52
H -1.528 1.418 -3.566 -0.038 0.009 0.018 0.80
H -3.918 1.822 -3.966 0.011 -0.001 0.002 0.48
H -5.595 1.394 -2.209 0.016 -0.007 0.003 0.49
H -6.051 0.703 0.209 0.014 -0.006 -0.011 0.51
H -5.132 0.022 2.415 -0.002 0.003 -0.017 0.52
H -2.663 -0.162 2.685 -0.014 -0.007 -0.007 0.43
H -1.072 -1.359 -3.150 0.028 -0.005 0.033 0.34
H -1.288 -2.308 -5.423 0.014 0.009 -0.003 0.47
H 0.220 -1.544 -7.223 0.005 -0.001 0.012 0.44
H 1.926 0.182 -6.777 -0.008 -0.012 -0.001 0.46
H 2.128 1.174 -4.519 -0.003 0.001 0.041 0.50
C -1.664 -2.976 0.724 -0.082 -0.022 0.049 -1.60
P -0.026 -2.241 0.972 0.257 0.037 -0.255 2.67
C 0.477 -2.856 2.603 -0.079 -0.071 0.065 -1.50
C 1.038 -3.065 -0.226 0.063 0.074 -0.014 0.66
C 0.547 -3.383 -1.490 0.033 -0.037 -0.014 -0.51
C 1.389 -3.929 -2.445 0.037 0.001 0.002 -0.62
C 2.728 -4.151 -2.149 -0.035 0.017 0.018 -0.71
C 3.221 -3.841 -0.889 -0.063 0.022 0.035 -0.88
C 2.379 -3.299 0.071 0.062 -0.025 -0.051 -0.58
H -1.554 -4.060 0.679 -0.060 -0.018 -0.003 0.54
H -2.123 -2.618 -0.196 0.009 0.010 -0.014 0.35
H -2.311 -2.714 1.561 -0.006 -0.006 -0.012 0.44
H 0.638 -3.933 2.538 -0.006 -0.007 0.070 0.48
H -0.322 -2.652 3.318 0.009 0.014 -0.001 0.42
H 1.381 -2.379 2.974 0.025 -0.010 -0.030 0.40
H -0.496 -3.224 -1.732 0.003 0.007 -0.006 0.29
H 1.001 -4.188 -3.422 0.001 0.013 0.015 0.47
H 3.384 -4.579 -2.895 -0.010 0.001 0.000 0.43
H 4.259 -4.031 -0.650 -0.005 -0.001 0.001 0.46
H 2.776 -3.084 1.057 -0.006 -0.012 -0.002 0.31
```
Forces are in eV/Å.

Properties
charge: +2
M: 934.4 g mol⁻¹
highest occupied orbital energy: -13.1 eV
spin multiplicity: 1
maximum force: 0.020 hartree/bohr
LUMO level: -7.04 eV
orbital gap: 6.07 eV
energy relative to the best compared isomer or geometry (same formula, charge and spin): 23.0 kcal per mole
electronic energy: -4020.44613 a.u.

=====

The following is a quantum chemistry calculation of a structure of composition C36H33InN13O2S in a non-equilibrium geometry, from OMol25.

The geometry in XYZ format:
```
86
Properties=species:S:1:pos:R:3:forces:R:3:mulliken_charge:R:1
In 12.340 6.772 19.069 -0.048 -0.194 0.425 2.19
N 15.836 9.799 19.427 -0.536 -0.738 -0.507 0.04
C 16.401 9.824 18.168 0.965 0.180 -0.991 0.44
C 16.803 10.896 17.314 0.007 -1.258 0.600 -0.95
C 17.445 10.553 16.143 -0.820 -1.700 -0.391 -0.70
C 17.555 9.149 15.747 0.721 1.341 0.383 -0.29
C 17.232 8.111 16.575 -0.196 -0.123 1.001 -1.25
C 16.651 8.484 17.845 0.420 -0.383 -1.802 1.07
N 16.174 7.639 18.805 -1.066 0.770 1.519 -0.35
C 15.632 8.450 19.704 0.789 0.015 -0.709 0.61
C 14.975 8.029 20.943 1.172 0.205 -0.115 -1.66
C 15.486 8.271 22.169 0.196 0.026 1.203 0.13
S 14.468 7.485 23.358 1.198 1.247 0.352 -0.20
C 13.453 7.014 22.147 -0.724 -1.148 -1.060 -0.22
N 13.865 7.270 20.936 -1.407 -0.078 -0.921 0.29
H 15.241 10.545 19.758 0.151 -0.223 0.264 0.32
H 16.622 11.892 17.660 0.146 0.585 -0.178 0.49
H 17.796 11.278 15.425 -0.023 0.236 0.156 0.42
H 18.028 8.930 14.799 -0.005 0.088 -0.098 0.44
H 17.437 7.042 16.277 -0.357 1.282 0.570 0.51
H 16.398 8.826 22.415 -0.541 -0.398 -0.017 0.50
H 12.540 6.455 22.244 -0.146 -0.185 0.444 0.26
C 10.960 11.178 16.290 -1.246 -0.625 -0.981 -1.23
N 11.522 10.680 17.512 0.231 -0.177 -0.208 0.29
C 11.388 11.478 18.740 -2.224 0.275 -0.313 -1.02
C 12.321 9.592 17.524 0.619 -0.802 1.992 -0.08
N 12.713 9.031 18.650 -0.302 0.136 0.347 -0.11
N 12.829 9.043 16.364 -1.479 1.355 -0.672 0.01
C 13.645 7.927 16.267 -1.550 0.722 1.715 -0.12
N 14.465 8.012 15.263 1.284 1.095 -2.724 -0.40
N 13.549 6.980 17.091 0.269 -1.039 0.704 0.02
H 10.713 10.374 15.554 0.567 0.323 0.608 0.38
H 11.580 11.914 15.824 0.414 0.591 -0.438 0.36
H 9.966 11.602 16.450 0.242 0.191 0.345 0.39
H 10.688 12.344 18.544 0.786 -1.005 -0.072 0.33
H 12.321 11.916 19.036 0.612 -0.060 0.380 0.33
H 10.872 10.893 19.535 0.691 0.322 -0.355 0.36
H 12.310 9.435 19.505 0.006 0.047 -0.847 0.13
H 12.660 9.526 15.485 -0.036 -0.094 0.494 0.31
H 14.588 8.948 14.875 0.335 -0.644 0.114 0.21
H 15.288 7.457 15.300 0.478 -0.368 -0.242 0.26
H 14.285 6.299 16.944 -0.061 -0.309 0.147 0.07
O 10.964 7.985 20.376 0.285 -0.021 -0.334 -0.17
N 9.905 7.439 20.863 -0.511 -0.076 0.490 -1.16
N 10.009 6.184 21.060 -0.165 0.682 -0.821 1.28
O 11.050 5.525 20.716 1.074 -0.448 -0.046 -0.73
C 8.857 5.479 21.513 -1.670 -0.436 1.031 0.21
C 8.747 4.092 21.353 0.884 1.120 -0.254 -0.33
C 7.652 3.410 21.833 1.366 -2.368 -1.026 -0.48
C 6.626 4.007 22.497 0.119 0.293 -0.143 -0.66
C 6.704 5.351 22.655 1.926 2.488 -0.711 -0.46
C 7.814 6.133 22.168 -1.110 -0.582 0.143 -0.34
H 9.569 3.640 20.824 -0.019 -0.501 0.007 0.49
H 7.668 2.314 21.659 -0.235 0.818 0.185 0.31
H 5.788 3.454 22.824 -0.712 -0.486 0.418 0.47
H 5.953 5.911 23.142 -0.882 0.371 0.491 0.42
H 7.780 7.230 22.232 0.134 -0.673 0.206 0.39
N 9.337 -1.837 14.173 0.358 0.861 0.399 -0.49
C 9.837 -0.901 14.633 -0.115 -0.823 -0.611 -0.11
C 10.490 0.239 15.226 0.040 -0.163 -0.325 0.66
C 10.754 0.180 16.585 0.066 0.800 1.585 -0.81
C 11.218 1.323 17.288 -0.065 -0.603 -0.418 -0.12
C 11.400 2.496 16.564 -0.176 0.350 -0.080 -0.49
C 11.266 2.482 15.179 -0.647 -0.478 -0.124 -0.09
C 10.820 1.379 14.476 -0.063 -0.350 0.670 -0.83
C 11.649 3.800 17.262 -0.533 0.055 0.504 2.05
C 10.616 4.747 17.285 0.847 -0.540 -0.290 -0.12
C 9.382 4.624 16.639 -1.361 0.018 -0.983 -0.71
C 8.699 5.800 16.825 0.113 -0.033 0.326 -1.69
C 9.538 6.619 17.582 0.105 1.008 0.351 -0.23
N 10.686 6.012 17.859 0.181 0.325 0.063 0.30
C 12.876 3.905 17.909 0.183 -1.115 -0.340 -0.52
C 13.924 2.995 17.666 1.762 -0.012 1.341 -0.70
C 15.010 3.468 18.472 -0.949 -2.114 -2.309 -1.71
C 14.556 4.563 19.119 -0.561 0.948 0.473 -0.12
N 13.294 4.827 18.825 -0.979 1.267 0.213 -0.08
H 10.499 -0.711 17.169 0.172 0.250 -0.419 0.41
H 11.428 1.315 18.374 -0.345 -0.138 -0.778 0.45
H 11.367 3.375 14.625 0.407 0.991 -0.368 0.53
H 10.690 1.426 13.398 -0.070 -0.118 0.235 0.44
H 8.969 3.859 15.987 0.487 -0.291 0.492 0.56
H 7.707 6.036 16.534 -0.531 0.132 -0.366 0.53
H 9.345 7.661 17.896 0.179 -0.751 -0.022 0.50
H 13.904 2.049 17.115 -0.024 0.725 0.035 0.52
H 15.985 3.064 18.480 0.777 -0.370 0.218 0.52
H 15.069 5.231 19.748 0.730 0.509 0.771 0.54
```
Forces are in eV/Å.

Properties
charge: +1
M: 826.6 g mol⁻¹
highest occupied orbital energy: -10.1 eV
spin multiplicity: 1
maximum force: 0.064 hartree/bohr
LUMO level: -3.04 eV
orbital gap: 7.03 eV
energy relative to the best compared isomer or geometry (same formula, charge and spin): 26.2 kcal per mole
electronic energy: -2842.04841 a.u.

=====

The following is a quantum chemistry calculation of a structure of composition C36H33O2SiZr in a non-equilibrium geometry, from OMol25.

The geometry in XYZ format:
```
73
Properties=species:S:1:pos:R:3:forces:R:3:mulliken_charge:R:1
C 1.228 1.823 -1.087 -0.990 0.139 -0.447 -0.13
C 1.233 0.900 -2.165 -1.210 0.282 -0.293 -0.40
C -0.048 0.932 -2.807 0.300 2.340 0.027 -1.18
H 2.042 0.250 -2.505 -0.248 0.281 0.475 0.51
C -0.847 1.980 -2.161 0.727 0.414 0.011 0.27
C -0.074 2.442 -1.000 0.689 -0.564 -1.878 -1.47
H -0.349 3.250 -0.325 0.038 -0.302 -0.214 0.52
H 2.112 2.068 -0.497 -0.498 -0.334 0.170 0.81
H -0.308 0.461 -3.758 0.168 0.034 0.582 0.55
H -1.703 2.562 -2.604 0.784 -1.164 0.768 0.39
C -2.354 -1.114 0.941 -1.653 0.324 -0.164 -1.14
C -1.538 -0.636 1.967 0.727 -0.271 -0.033 0.27
C -1.402 0.747 1.826 -0.412 1.047 0.219 -0.29
H -1.074 -1.237 2.753 0.274 0.168 -0.645 0.56
C -2.313 1.211 0.837 -1.881 -0.881 0.206 -1.05
C -2.986 0.035 0.308 -1.718 0.226 0.992 -0.18
H -4.052 0.014 -0.093 2.017 0.090 -0.042 0.49
H -2.588 -2.167 0.735 -0.014 0.603 0.172 0.51
H -0.772 1.406 2.429 -0.338 -0.477 -0.339 0.54
H -2.678 2.228 0.679 0.446 -0.356 0.020 0.56
Zr -0.935 0.106 -0.707 3.016 -0.596 0.141 1.58
O -2.191 -0.625 -2.429 -1.312 -0.874 -1.834 -0.86
C -2.727 -1.229 -3.673 1.976 1.350 -0.357 -0.72
C -3.350 0.067 -3.894 -2.339 0.459 -0.455 0.08
H -1.992 -1.390 -4.603 -1.115 -0.406 2.464 0.29
H -3.453 -2.020 -3.444 0.609 -0.031 -0.361 0.40
H -2.896 0.939 -4.408 0.678 -0.955 0.768 0.32
H -4.511 1.811 -5.397 -0.839 -0.392 0.389 0.31
C -5.272 1.176 -4.890 -0.240 0.391 -0.337 -0.52
C -4.826 0.254 -3.919 1.063 -0.223 0.281 0.88
C -5.746 -0.590 -3.268 -0.887 0.681 -0.975 -0.29
H -5.374 -1.296 -2.543 -0.234 -0.090 0.204 0.33
C -7.114 -0.491 -3.619 1.196 -0.843 0.939 -0.67
H -7.804 -1.152 -3.077 0.146 0.423 -0.448 0.37
C -7.544 0.362 -4.634 0.563 0.233 0.174 -0.41
H -8.592 0.355 -4.905 0.064 0.127 -0.072 0.41
C -6.630 1.212 -5.269 0.457 0.241 -0.383 -0.59
H -6.964 1.892 -6.089 0.363 -0.661 0.874 0.36
O 0.721 -0.622 0.238 -0.351 0.055 -0.038 -0.18
Si 1.929 -0.506 1.365 0.443 -1.032 -0.297 -0.28
C 1.559 0.369 2.980 -0.421 0.390 -0.291 0.88
C 1.384 1.767 2.970 -0.047 -0.364 0.833 -0.25
C 1.162 2.452 4.171 0.177 0.438 -0.744 -0.56
C 1.087 1.760 5.374 0.325 -0.402 0.163 -0.74
C 1.276 0.373 5.396 0.174 0.198 -0.551 -0.69
C 1.514 -0.316 4.196 -0.141 0.239 0.382 -0.50
C 2.558 -2.207 1.830 -0.072 0.449 -0.130 0.51
C 3.744 -2.114 2.594 -0.157 -0.786 0.033 -0.21
C 4.349 -3.287 3.070 -0.455 0.512 -0.261 -0.69
C 3.774 -4.528 2.757 -0.427 0.110 -0.332 -0.58
C 2.611 -4.608 1.960 -0.114 0.327 -0.078 -0.49
C 1.981 -3.437 1.479 1.013 -0.024 0.849 -0.72
C 3.510 0.285 0.720 -0.695 0.308 0.430 0.36
C 4.182 1.251 1.483 0.056 -0.075 -0.761 0.34
C 5.311 1.879 0.953 -0.107 -0.040 0.690 -0.76
C 5.781 1.522 -0.300 0.006 -0.495 -0.385 -0.57
C 5.159 0.492 -1.024 -0.302 -0.221 0.419 -0.87
C 4.026 -0.143 -0.499 0.533 0.559 -0.232 -0.45
H 1.410 2.291 2.013 0.093 0.094 0.287 0.49
H 1.109 3.548 4.147 -0.157 -0.499 0.128 0.40
H 0.960 2.306 6.307 -0.052 -0.136 -0.213 0.39
H 1.309 -0.164 6.337 -0.168 0.053 -0.040 0.43
H 1.689 -1.395 4.208 -0.084 0.356 0.076 0.47
H 4.174 -1.110 2.814 -0.277 -0.987 -0.101 0.24
H 5.245 -3.187 3.683 -0.197 -0.321 -0.170 0.41
H 4.233 -5.446 3.133 -0.166 0.289 -0.159 0.37
H 2.166 -5.578 1.706 0.347 0.301 0.206 0.37
H 1.069 -3.441 0.868 0.453 -0.224 0.308 0.27
H 3.806 1.492 2.477 0.241 0.138 -0.289 0.37
H 5.833 2.611 1.574 -0.059 -0.116 -0.365 0.41
H 6.675 1.987 -0.701 -0.118 0.021 0.020 0.40
H 5.562 0.139 -1.966 0.095 0.195 0.009 0.45
H 3.534 -0.967 -1.022 0.234 0.259 0.007 0.60
```
Forces are in eV/Å.

Properties
charge: +1
M: 617.0 g mol⁻¹
highest occupied orbital energy: -10.5 eV
spin multiplicity: 1
maximum force: 0.060 hartree/bohr
LUMO level: -4.74 eV
orbital gap: 5.79 eV
electronic energy: -1878.42398 a.u.